1.
This record from OMol25 describes a 16-piece molecular cluster, C22H47Cl30N2 overall in a non-equilibrium geometry. The level of theory is the ωB97M-V functional and the def2-TZVPD basis.

```
101
Properties=species:S:1:pos:R:3:mulliken_charge:R:1
C -2.47 2.61 0.10 -0.458
N -0.96 2.58 -0.22 -0.263
C -0.73 1.33 -1.04 -0.840
C 0.45 0.34 -0.47 0.025
C 0.34 -1.07 -1.29 -0.485
C -0.75 -2.15 -0.62 -0.337
C -0.23 -2.34 0.95 -0.019
C -0.38 -0.84 1.64 -0.220
N 0.51 0.22 1.03 0.605
H -2.72 3.68 0.58 0.299
H -3.11 2.41 -0.88 0.054
H -2.77 1.73 0.85 0.131
H -0.84 3.43 -0.84 0.343
H -0.38 1.66 -2.14 0.292
H -1.73 0.74 -1.20 0.228
H 1.48 0.84 -0.80 0.229
H -0.08 -0.80 -2.37 0.213
H 1.38 -1.62 -1.46 0.163
H -0.82 -3.16 -1.21 0.169
H -1.81 -1.60 -0.53 0.157
H 0.93 -2.60 0.85 -0.121
H -0.79 -3.19 1.52 0.152
H -1.52 -0.53 1.66 -0.122
H -0.01 -0.98 2.77 0.238
H 1.52 -0.02 1.28 0.091
H 0.31 1.11 1.56 0.328
C -3.29 -3.61 3.00 -0.327
Cl -1.96 -4.30 3.94 -0.173
Cl -3.43 -1.87 3.27 -0.114
H -3.10 -3.79 1.93 0.300
H -4.22 -4.10 3.29 0.363
C 4.10 -3.70 -0.13 -0.430
Cl 3.37 -2.11 0.14 0.016
Cl 3.01 -4.99 0.40 -0.150
H 4.30 -3.82 -1.19 0.298
H 5.03 -3.76 0.44 0.320
C -1.69 -4.40 -4.33 -0.396
Cl -0.36 -5.09 -3.39 -0.125
Cl -1.83 -2.66 -4.05 -0.145
H -1.51 -4.58 -5.39 0.357
H -2.62 -4.88 -4.03 0.339
C 6.91 0.38 0.31 -0.051
Cl 6.96 -0.34 -1.30 -0.176
Cl 5.27 0.34 0.97 -0.067
H 7.57 -0.18 0.98 0.275
H 7.24 1.42 0.25 -0.002
C 1.56 1.46 4.01 0.027
Cl 2.92 0.97 3.00 -0.109
Cl 2.07 1.69 5.69 -0.151
H 1.16 2.41 3.63 0.057
H 0.79 0.69 3.98 0.143
C -4.81 4.24 -2.65 -0.400
Cl -4.64 2.69 -3.48 -0.172
Cl -3.31 5.18 -2.75 -0.137
H -5.61 4.80 -3.11 0.425
H -5.04 4.05 -1.60 0.274
C -1.39 3.65 5.38 -0.225
Cl -1.33 2.93 3.77 -0.054
Cl -3.03 3.61 6.04 -0.156
H -0.72 3.09 6.04 0.193
H -1.06 4.69 5.32 0.251
C 2.36 -7.82 -5.04 -0.062
Cl 2.69 -6.69 -3.73 -0.154
Cl 0.62 -8.05 -5.26 -0.171
H 2.78 -7.43 -5.97 0.229
H 2.81 -8.79 -4.81 0.125
C 2.63 5.23 6.27 -0.220
Cl 1.35 5.45 7.47 -0.139
Cl 1.98 5.25 4.63 -0.135
H 3.36 6.04 6.38 0.336
H 3.12 4.27 6.45 0.176
C -4.18 -4.07 6.90 0.024
Cl -4.35 -5.15 8.29 -0.156
Cl -5.75 -3.52 6.32 -0.159
H -3.58 -3.20 7.20 0.268
H -3.67 -4.61 6.09 0.015
C -4.52 -2.41 -6.69 -0.186
Cl -4.39 -3.34 -8.18 -0.148
Cl -4.96 -3.44 -5.33 -0.140
H -3.56 -1.93 -6.48 0.160
H -5.29 -1.64 -6.82 0.323
C 9.66 2.37 2.71 -0.262
Cl 8.89 2.98 1.24 -0.151
Cl 8.50 1.48 3.71 -0.139
H 10.48 1.71 2.44 0.267
H 10.04 3.22 3.29 0.307
C -5.93 7.68 -0.98 0.158
Cl -6.68 6.11 -1.31 -0.179
Cl -6.56 8.93 -2.06 -0.125
H -6.14 7.96 0.05 0.318
H -4.85 7.59 -1.13 -0.133
C -2.74 10.58 -1.99 -0.356
Cl -3.21 8.90 -1.71 -0.096
Cl -3.39 11.64 -0.74 -0.146
H -1.65 10.65 -1.99 0.310
H -3.12 10.89 -2.96 0.281
C 5.11 -9.82 -6.96 -0.235
Cl 3.50 -10.30 -6.41 -0.152
Cl 5.56 -8.24 -6.32 -0.144
H 5.83 -10.56 -6.63 0.282
H 5.11 -9.77 -8.06 0.276
```

Strongest force on any atom: 3.59 eV/Å
Net charge: +1
E_LUMO: -0.068 Eh
Frontier orbital gap: 10.2 eV



2.
This record from OMol25 describes a 10-piece molecular cluster, C21H59ClF5N2O12S overall in a non-equilibrium geometry. The level of theory is the ωB97M-V functional and the def2-TZVPD basis.

```
101
Properties=species:S:1:pos:R:3:mulliken_charge:R:1
C 3.10 3.67 3.15 -1.522
C 2.42 3.99 1.80 1.205
Cl 2.91 5.62 1.30 -0.173
C 2.85 2.90 0.86 -1.512
N 2.29 3.01 -0.59 0.097
C 3.40 3.65 -1.42 -0.552
N 3.10 3.96 -2.77 -0.458
O 1.15 3.76 -0.43 0.074
C 0.17 3.86 -1.51 -0.889
C -1.25 3.49 -1.02 0.445
C -1.32 3.43 0.50 -1.241
C -1.77 2.23 -1.75 1.594
C -2.66 1.34 -0.89 -2.572
C -2.55 2.65 -3.03 -1.588
S 1.95 1.30 -1.08 0.936
O 1.82 1.22 -2.49 -0.680
O 0.82 0.90 -0.32 -0.095
C 3.41 0.20 -0.73 0.582
F 3.69 0.09 0.57 -0.271
F 4.51 0.64 -1.37 -0.259
C 3.09 -1.24 -1.31 0.349
F 3.21 -1.26 -2.64 -0.192
F 1.90 -1.69 -0.89 -0.162
F 4.06 -2.02 -0.78 -0.168
H 4.16 3.51 3.01 0.396
H 2.65 2.77 3.55 0.386
H 2.93 4.50 3.82 0.446
H 1.36 3.95 2.01 0.153
H 2.42 1.99 1.28 0.518
H 3.92 2.76 0.82 0.374
H 4.25 2.96 -1.38 0.339
H 3.72 4.54 -0.91 0.439
H 2.39 3.41 -3.22 0.296
H 2.92 4.95 -2.89 0.320
H 0.16 4.90 -1.81 0.283
H 0.39 3.29 -2.40 0.504
H -1.90 4.31 -1.31 0.742
H -2.30 3.15 0.87 0.076
H -1.14 4.43 0.89 0.641
H -0.58 2.79 0.96 -0.167
H -0.95 1.62 -2.11 -0.091
H -3.11 0.60 -1.53 0.766
H -2.06 0.80 -0.17 0.267
H -3.48 1.88 -0.43 0.386
H -3.60 2.46 -2.87 0.413
H -2.44 3.71 -3.24 0.341
H -2.19 2.12 -3.90 0.362
C -3.61 -3.04 -0.39 -0.756
O -3.16 -1.69 -0.59 -0.302
H -4.44 -3.01 0.31 0.257
H -3.94 -3.48 -1.32 0.334
H -2.81 -3.65 0.04 0.177
H -2.42 -1.71 -1.20 0.212
C -4.65 -6.61 -1.96 -0.514
O -4.83 -5.60 -0.97 -0.442
H -3.74 -6.39 -2.51 0.173
H -4.55 -7.59 -1.50 0.260
H -5.50 -6.62 -2.66 0.307
H -5.63 -5.80 -0.49 0.254
C 6.11 -3.78 0.79 -0.457
O 7.16 -4.46 1.46 -0.554
H 5.20 -3.92 1.37 0.272
H 6.32 -2.70 0.72 0.240
H 5.96 -4.19 -0.22 0.211
H 7.97 -4.33 0.95 0.296
C 7.01 -3.09 -3.15 -0.417
O 6.54 -1.77 -3.44 -0.525
H 7.97 -3.22 -3.65 0.288
H 7.15 -3.21 -2.07 0.088
H 6.31 -3.84 -3.52 0.261
H 5.69 -1.67 -3.00 0.272
C -4.98 1.40 2.15 -0.420
O -5.47 1.78 0.86 -0.530
H -3.91 1.23 2.06 0.025
H -5.15 2.19 2.88 0.284
H -5.46 0.48 2.49 0.369
H -6.41 1.93 0.93 0.285
C -4.13 4.93 2.76 -0.415
O -2.79 4.65 3.16 -0.430
H -4.44 4.13 2.09 0.021
H -4.80 4.95 3.62 0.327
H -4.19 5.88 2.23 0.304
H -2.51 5.35 3.75 0.260
C -0.44 -2.30 1.86 -0.370
O 0.02 -0.95 1.79 -0.399
H -1.26 -2.34 2.57 0.084
H -0.81 -2.63 0.89 0.109
H 0.35 -2.97 2.20 0.330
H 0.74 -0.93 1.16 0.114
C -3.35 -1.15 4.48 -0.545
O -2.94 0.20 4.31 -0.483
H -4.13 -1.17 5.23 0.275
H -3.74 -1.56 3.54 0.174
H -2.52 -1.77 4.83 0.299
H -2.25 0.22 3.65 0.266
C -0.29 -7.30 -2.00 -0.523
O -1.63 -7.25 -1.54 -0.427
H -0.28 -7.87 -2.93 0.220
H 0.09 -6.29 -2.21 0.204
H 0.37 -7.79 -1.28 0.262
H -1.64 -6.75 -0.72 0.261
```

Strongest force on any atom: 3.40 eV/Å
Net charge: +1
E_LUMO: -0.155 Eh
Frontier orbital gap: 7.5 eV



3.
This record from OMol25 describes C39H57BrMgN2O4PS5SbSi3 as an isolated structure. The level of theory is the ωB97M-V functional and the def2-TZVPD basis.

```
114
Properties=species:S:1:pos:R:3:mulliken_charge:R:1
Mg -2.02 -0.18 -0.27 0.523
O -5.98 -5.75 1.34 -0.685
C -5.19 -4.87 1.10 0.642
S -4.35 -4.67 -0.44 -0.155
C -3.42 -3.23 -0.02 0.003
C -3.59 -2.74 1.22 -0.234
S -2.77 -1.37 1.91 -0.571
S -4.74 -3.61 2.25 -0.220
S -2.36 -2.56 -1.23 -0.359
C -4.98 5.20 0.27 -0.592
C -5.13 4.02 1.22 -1.074
N -3.87 3.62 1.83 0.205
C -3.45 4.39 2.99 -0.782
C -2.25 5.31 2.74 -0.761
C -3.12 2.59 1.35 0.632
S -3.62 1.80 -0.07 -0.594
N -2.06 2.34 2.14 -0.033
C -1.02 1.56 1.87 -1.203
O -0.73 0.93 0.82 -0.775
C 0.00 1.52 2.98 0.455
C 1.17 0.79 2.81 0.477
C 2.14 0.78 3.80 -0.769
C 1.94 1.49 4.98 -0.802
C 0.77 2.20 5.16 -0.748
C -0.20 2.22 4.17 -0.012
H -5.95 5.48 -0.15 0.458
H -4.30 4.94 -0.54 -0.056
H -4.58 6.08 0.79 0.251
H -5.52 3.16 0.67 0.443
H -5.83 4.25 2.02 0.436
H -3.22 3.70 3.80 0.357
H -4.31 4.99 3.29 0.464
H -1.41 4.73 2.37 -0.037
H -1.95 5.79 3.68 0.412
H -2.50 6.08 2.01 0.324
H 1.30 0.23 1.89 0.599
H 3.05 0.22 3.66 0.256
H 2.70 1.47 5.75 0.381
H 0.60 2.74 6.09 0.404
H -1.11 2.78 4.29 0.257
C 4.01 -1.39 1.59 -0.817
Si 3.49 -2.38 0.07 0.302
C 3.96 -1.29 -1.41 -0.597
C 4.76 -3.79 0.03 -1.204
Sb 0.89 -2.46 -0.07 -0.901
Si 0.78 -4.41 -1.75 0.845
C 2.42 -5.29 -2.05 -1.342
C 0.25 -3.82 -3.46 -0.897
C -0.39 -5.76 -1.20 -0.646
Si 0.62 -3.88 2.06 0.493
C 2.10 -5.02 2.31 -1.144
C -0.92 -4.94 2.16 -0.340
C 0.59 -2.73 3.54 -0.707
H 5.10 -1.33 1.65 0.515
H 3.65 -1.84 2.52 0.270
H 3.61 -0.37 1.55 -0.030
H 4.90 -0.74 -1.23 0.511
H 3.18 -0.55 -1.62 -0.302
H 4.10 -1.88 -2.32 0.256
H 5.74 -3.35 0.19 0.408
H 4.77 -4.32 -0.93 0.340
H 4.58 -4.54 0.81 0.279
H 3.16 -4.64 -2.52 0.257
H 2.24 -6.13 -2.73 0.458
H 2.85 -5.69 -1.13 0.260
H 1.09 -3.45 -4.04 0.213
H -0.50 -3.02 -3.40 0.110
H -0.21 -4.65 -3.99 0.476
H 0.05 -6.38 -0.42 0.242
H -0.63 -6.40 -2.05 0.427
H -1.33 -5.35 -0.82 -0.123
H 2.28 -5.65 1.44 0.237
H 1.93 -5.67 3.17 0.451
H 3.02 -4.45 2.50 0.199
H -0.83 -5.87 1.60 0.344
H -1.79 -4.40 1.77 -0.381
H -1.11 -5.17 3.21 0.435
H 1.53 -2.18 3.66 0.120
H 0.41 -3.31 4.45 0.490
H -0.22 -2.00 3.43 0.083
Br -1.67 1.99 -6.23 -0.181
C -0.34 0.87 -5.45 -0.125
C 0.77 0.63 -6.25 -0.560
C 1.82 -0.13 -5.77 -0.818
C 1.77 -0.63 -4.48 -0.341
C 0.66 -0.38 -3.69 0.526
C -0.43 0.36 -4.16 0.782
C -1.62 0.54 -3.21 -0.578
O -2.69 0.93 -3.66 -0.760
O -1.33 0.30 -1.99 1.464
H 0.80 1.04 -7.25 0.388
H 2.68 -0.32 -6.40 0.383
H 2.59 -1.22 -4.08 0.142
H 0.60 -0.75 -2.68 0.417
C 2.29 2.76 -2.83 -1.549
P 1.32 2.21 -1.35 1.952
C 2.60 2.55 -0.07 -1.536
C 0.26 3.70 -1.20 0.342
C -0.84 3.79 -2.06 -0.404
C -1.66 4.90 -2.05 -0.826
C -1.42 5.94 -1.16 -0.289
C -0.36 5.85 -0.28 -0.765
C 0.47 4.73 -0.29 -0.428
H 2.71 3.76 -2.69 0.452
H 1.65 2.75 -3.71 0.385
H 3.10 2.05 -3.00 0.422
H 3.11 3.51 -0.21 0.461
H 3.34 1.74 -0.11 0.232
H 2.14 2.53 0.92 0.323
H -1.07 2.97 -2.74 -0.041
H -2.51 4.94 -2.72 0.428
H -2.07 6.81 -1.14 0.371
H -0.17 6.65 0.44 0.384
H 1.28 4.68 0.43 0.233
```

Strongest force on any atom: 0.50 eV/Å
Net charge: -2
E_LUMO: 0.147 Eh
Frontier orbital gap: 5.4 eV



4.
This record from OMol25 describes a 2-piece molecular cluster, C10H16O overall in a non-equilibrium geometry. The level of theory is the ωB97M-V functional and the def2-TZVPD basis.

```
27
Properties=species:S:1:pos:R:3:mulliken_charge:R:1
C -2.35 -0.94 -0.17 -0.046
C -3.46 -1.88 0.30 -1.348
C -2.63 -0.04 -1.37 -0.988
H -1.99 -0.37 0.70 0.264
H -1.51 -1.57 -0.46 0.210
H -3.45 -2.78 -0.35 0.330
H -1.71 0.08 -1.98 0.218
H -3.56 -0.45 -1.79 0.338
H -4.35 -1.35 0.53 0.409
H -3.07 -2.19 1.26 0.351
H -2.66 1.04 -1.24 0.260
C 3.16 -1.21 1.42 -1.409
C 1.16 2.08 -0.64 0.817
C 1.74 1.01 -1.34 -0.519
C 1.04 1.97 0.77 -0.424
C 2.26 -0.08 -0.64 -0.349
C 1.60 0.85 1.39 -0.566
C 2.37 -0.10 0.72 0.335
O 0.72 3.18 -1.31 -0.555
H 1.70 0.90 -2.43 0.353
H 0.54 3.95 -0.69 0.318
H 0.35 2.66 1.31 0.285
H 2.62 -0.85 -1.28 0.381
H 1.47 0.72 2.46 0.300
H 3.18 -1.07 2.48 0.377
H 4.11 -1.39 0.89 0.330
H 2.71 -2.19 1.46 0.327
```

Strongest force on any atom: 2.32 eV/Å
Net charge: 0
E_LUMO: 0.029 Eh
Frontier orbital gap: 9.2 eV
SMILES string: Cc1ccc(O)cc1.CCC



5.
This record from OMol25 describes C11H13ClO in the gas phase. The level of theory is the ωB97M-V functional and the def2-TZVPD basis.

```
26
Properties=species:S:1:pos:R:3:mulliken_charge:R:1
C 0.00 2.59 -2.89 -0.425
C 1.03 2.39 -1.98 -0.539
C -1.25 2.06 -2.65 -0.555
C 0.80 1.65 -0.83 -0.378
C -1.48 1.32 -1.50 -0.399
C -0.46 1.11 -0.58 0.169
C 0.78 -0.54 2.24 -0.757
C -0.71 0.26 0.64 -0.057
C 0.00 -1.75 1.73 0.455
C -0.43 -1.23 0.36 -0.181
C 0.81 -3.04 1.67 -1.601
O 0.14 0.61 1.72 -0.427
Cl -1.85 -2.06 -0.29 -0.193
H 0.18 3.17 -3.78 0.377
H 2.00 2.81 -2.16 0.386
H -2.05 2.22 -3.35 0.381
H 1.59 1.49 -0.11 0.333
H -2.46 0.91 -1.31 0.358
H 0.80 -0.46 3.33 0.309
H 1.82 -0.58 1.87 0.320
H -1.75 0.39 0.96 0.522
H -0.89 -1.90 2.34 0.338
H 0.37 -1.34 -0.38 0.416
H 1.70 -2.91 1.07 0.376
H 0.20 -3.83 1.23 0.377
H 1.10 -3.35 2.67 0.394
```

Strongest force on any atom: 0.52 eV/Å
Net charge: 0
E_LUMO: 0.034 Eh
Frontier orbital gap: 10.1 eV
SMILES string: C[C@H]1CO[C@@H](c2ccccc2)[C@@H]1Cl



6.
This record from OMol25 describes a 2-piece molecular cluster, C15H18O2 overall in a non-equilibrium geometry. The level of theory is the ωB97M-V functional and the def2-TZVPD basis.

```
35
Properties=species:S:1:pos:R:3:mulliken_charge:R:1
C -1.94 3.24 -0.67 -1.213
C -1.04 2.81 -1.96 -0.814
C -2.03 2.27 0.43 0.360
C -2.96 1.11 0.23 -0.595
C -1.08 2.19 1.39 -0.007
C -3.05 0.00 1.04 -0.522
C -1.05 0.97 2.21 -0.757
C -1.93 -0.01 2.01 1.111
O -1.88 -1.11 2.87 -0.550
H -1.49 4.15 -0.24 0.475
H -2.89 3.80 -0.76 0.495
H -1.11 1.80 -1.99 0.339
H -3.71 1.45 -0.62 0.200
H -0.20 2.91 1.31 0.276
H -4.04 -0.53 1.07 0.323
H -0.24 0.55 2.92 0.254
H -2.08 -1.90 2.48 0.301
H -0.04 3.07 -1.65 0.108
H -1.51 3.43 -2.83 0.302
C 2.21 -4.32 -0.10 -1.483
C 1.14 -2.10 0.27 -0.269
C 2.09 -2.88 -0.38 0.801
C 1.10 -0.74 0.27 0.100
C 3.04 -2.20 -1.01 -0.621
C 2.10 -0.05 -0.59 0.289
C 2.98 -0.80 -1.23 -0.474
O 1.93 1.35 -0.81 -0.518
H 0.55 -2.83 0.93 0.207
H 0.31 -0.14 0.74 0.058
H 2.53 -4.42 0.99 0.279
H 3.06 -4.70 -0.73 0.363
H 3.93 -2.60 -1.63 0.148
H 3.72 -0.45 -1.95 0.303
H 2.17 1.65 -1.74 0.326
H 1.40 -4.97 -0.26 0.402
```

Strongest force on any atom: 6.08 eV/Å
Net charge: 0
E_LUMO: 0.028 Eh
Frontier orbital gap: 9.3 eV
SMILES string: CCc1ccc(O)cc1.Cc1ccc(O)cc1



7.
This record from OMol25 describes C29H26GdN2O3S4 as an isolated structure. The level of theory is the ωB97M-V functional and the def2-TZVPD basis.

```
65
Properties=species:S:1:pos:R:3:lowdin_spin:R:1
Gd 0.09 1.30 0.45 7.243
O 1.60 0.51 2.40 0.002
C 2.94 0.03 2.32 0.000
C 3.00 -1.47 2.06 0.000
C 2.14 -1.94 0.88 0.000
C 2.54 -1.33 -0.43 0.000
C 3.37 -2.01 -1.31 0.000
C 3.72 -1.42 -2.51 0.000
C 3.24 -0.16 -2.81 0.000
C 2.43 0.46 -1.87 0.001
N 2.07 -0.11 -0.72 0.000
H 1.02 -0.10 2.87 0.001
H 3.47 0.26 3.25 0.000
H 3.41 0.61 1.53 0.000
H 2.68 -2.00 2.96 0.000
H 4.05 -1.75 1.90 0.000
H 1.09 -1.72 1.09 0.000
H 2.22 -3.03 0.80 0.000
H 3.72 -3.00 -1.05 0.000
H 4.36 -1.95 -3.22 0.000
H 3.47 0.35 -3.73 0.000
H 2.02 1.45 -2.05 0.000
S 1.32 5.95 0.41 -0.008
C 0.93 4.35 0.45 -0.013
S 2.15 3.09 0.34 -0.052
S -0.76 3.86 0.62 -0.102
O -2.27 1.88 8.52 0.000
C -2.83 2.32 7.36 0.000
O -3.61 3.23 7.39 0.000
C -2.42 1.60 6.12 -0.001
C -1.87 0.32 6.12 0.000
C -1.54 -0.30 4.94 -0.002
C -1.73 0.33 3.70 -0.001
S -1.31 -0.52 2.21 -0.022
C -2.28 1.61 3.71 -0.001
C -2.63 2.24 4.89 0.000
H -1.57 1.25 8.31 0.000
H -1.74 -0.24 7.04 0.000
H -1.13 -1.30 4.95 0.000
H -2.44 2.14 2.78 0.000
H -3.06 3.23 4.88 0.000
N -0.53 0.72 -1.62 -0.046
C -0.93 0.03 -2.58 -0.002
C -0.39 0.31 -3.97 -0.002
C -0.17 -0.70 -4.90 0.000
C 0.48 -0.43 -6.09 0.000
C 0.89 0.86 -6.38 0.001
C 0.66 1.88 -5.47 0.000
C 0.03 1.61 -4.27 0.001
C -1.88 -1.13 -2.43 0.000
C -2.85 -1.41 -3.39 0.001
C -3.76 -2.44 -3.19 0.000
C -3.70 -3.21 -2.04 0.001
C -2.72 -2.95 -1.08 0.000
C -1.83 -1.91 -1.28 0.001
H -0.49 -1.71 -4.68 0.000
H 0.66 -1.23 -6.80 0.000
H 1.40 1.08 -7.32 0.000
H 0.97 2.90 -5.69 0.000
H -0.13 2.38 -3.52 0.000
H -2.90 -0.81 -4.29 0.000
H -4.52 -2.64 -3.94 0.000
H -4.41 -4.01 -1.88 0.000
H -2.67 -3.53 -0.18 0.000
H -1.08 -1.68 -0.53 0.000
```

Strongest force on any atom: 0.39 eV/Å
Net charge: -1
E_LUMO (spin up / spin down): 0.062 / 0.080 Eh
Frontier orbital gap (spin up / spin down): 6.1 / 6.7 eV
Multiplicity: 8



no.,molar mass (g mol⁻¹),E_tot (Eh)
1,1403.22,-14781.3276
2,694.22,-3205.0637
3,1119.43,-8146.3404
4,152.24,-465.8250
5,196.68,-962.3920
6,230.31,-732.7191
7,736.06,-3814.5332